# 1
# C31H21Cl5N5O3Rh

C31H21Cl5N5O3Rh as an isolated structure (the ωB97M-V functional and the def2-TZVPD basis, OMol25).

Geometry as ORCA input:
```
! RIJCOSX wB97M-V def2-TZVPD def2/J DEFGRID3
* xyz 0 1
Rh -0.1882 -0.1043 0.3130
C 0.6523 -3.1232 -2.7263
O 1.7100 -2.5251 -3.4503
C 2.2898 -1.3209 -3.1386
C 3.4654 -1.1162 -3.8419
C 4.1246 0.1064 -3.8492
C 3.5477 1.1520 -3.1670
C 2.3879 0.9608 -2.4112
C 1.7629 2.1547 -1.8557
N 1.0920 2.0944 -0.7884
N 0.2905 3.2362 -0.4019
C -0.9111 2.8537 -0.4408
O -2.0098 0.3151 -0.9668
C -3.0469 2.5422 -1.5756
C -3.7958 3.5719 -1.9539
C -4.3685 4.3879 -0.9135
C -4.2369 4.1738 0.4311
C -3.6717 3.1312 1.2129
C -3.0786 1.9396 0.9053
C 1.7376 -0.2980 -2.3013
O 0.6430 -0.5136 -1.6071
H 0.3871 -4.0102 -3.3011
H -0.2078 -2.4670 -2.6275
H 0.9884 -3.4387 -1.7413
H 3.8267 -1.9474 -4.4351
H 5.0322 0.2393 -4.4220
H 3.9797 2.1457 -3.2112
H 1.8488 3.0893 -2.4164
H -3.9849 3.8007 -2.9968
H -5.0060 5.2196 -1.1997
H -4.7214 4.9241 1.0464
H -3.7971 3.2761 2.2818
H -1.1891 1.2459 0.5531
N 2.5868 -1.6779 0.7292
C 2.5799 -0.3645 1.1527
C 3.7784 0.3531 1.1481
C 3.7824 1.6269 1.6657
C 2.6124 2.1637 2.1993
C 1.4716 1.4070 2.1279
N 1.4409 0.1691 1.5998
C 1.5556 -2.6110 0.7043
C 1.8899 -3.9612 0.8511
C 0.8877 -4.9034 0.8057
C -0.4275 -4.4923 0.6129
C -0.6660 -3.1456 0.4664
N 0.3039 -2.2265 0.4987
H 3.5044 -2.0691 0.5992
H 4.6736 -0.0943 0.7377
H 4.6962 2.2063 1.6563
H 2.5803 3.1572 2.6197
H 0.5189 1.7694 2.4922
H 2.9214 -4.2470 1.0081
H 1.1268 -5.9520 0.9230
H -1.2458 -5.1960 0.5830
H -1.6648 -2.7605 0.3016
Cl -0.3160 -1.7577 3.3970
C -1.7938 -0.9961 2.8747
C -1.7882 -0.0359 1.8620
C -3.0082 0.6948 1.7102
Cl -2.1019 1.8204 -0.5083
C -4.1797 0.2807 2.3565
Cl -5.7091 1.0005 1.9849
C -4.1549 -0.7492 3.2897
Cl -5.5930 -1.2472 4.0906
C -2.9393 -1.3452 3.5973
Cl -2.8759 -2.5126 4.8596
*
```

Properties
**Frontier orbital gap (spin up / spin down)**: 5.388 / 5.297 eV
**LUMO energy (spin up / spin down)**: -1.501 / -1.549 eV
**HOMO (spin up / spin down)**: -6.89 / -6.85 eV

=====

# 2
# C4H6O2

One molecule with the formula C4H6O2 (the ωB97M-V functional and the def2-TZVPD basis, OMol25).

Geometry as ORCA input:
```
! RIJCOSX wB97M-V def2-TZVPD def2/J DEFGRID3
* xyz 0 1
O 2.3684 1.1177 -0.2548
C 1.2438 0.7256 -0.1326
C 0.7211 -0.6905 -0.3688
C -0.6080 -0.7126 0.3301
C -0.9908 0.7660 0.1498
O 0.2134 1.5285 0.2575
H 0.5384 -0.8110 -1.4395
H 1.4596 -1.4038 -0.0194
H -1.3792 -1.3732 -0.0807
H -0.5096 -0.9870 1.3954
H -1.6398 0.8419 1.0012
H -1.4173 0.9983 -0.8384
*
```

Properties
**Frontier orbital gap**: 11.197 eV
**LUMO energy**: 0.855 eV
**SMILES**: O=C1CCCO1
**HOMO**: -10.34 eV

=====

Strongest force on any atom per entry: 0.08648 0.03399 hartree/bohr
Relative energy (zero: lowest compared OMol25 entry of this formula, charge and spin) per entry: 2042.8 31.6 kJ/mol